# 1
Here is C29H45Cl3GeLaN2O6 as an isolated structure from the Open Molecules 2025 dataset. Energies are from wB97M-V/def2-TZVPD.

Summary:
Frontier orbital gap (spin up / spin down), Eh: 0.294 / 0.235
<S²>: 0.790
E, eV: -141017.2298
Net charge: 0
Spin multiplicity: 2
Energy above the lowest of the compared OMol25 structures with the same formula, charge and spin, kcal per mole: 0.0

Geometry as XYZ:
```
87
Properties=species:S:1:pos:R:3:forces:R:3
La -0.136 -0.111 -0.478 0.0 0.0 -0.3
C -0.499 -3.728 -2.474 -0.1 -0.1 -0.1
C 0.732 -3.634 -1.590 -0.2 0.3 0.1
C 0.856 -4.919 -0.775 -0.1 -0.1 0.0
C 1.975 -3.399 -2.433 0.1 0.0 -0.1
O 0.521 -2.495 -0.714 0.4 -0.3 0.0
Ge 1.653 -2.344 0.836 0.6 -0.4 0.2
O 0.156 -1.624 1.681 -0.2 0.0 0.2
C -0.114 -1.978 3.053 0.0 0.0 -0.2
C 0.894 -1.278 3.958 0.1 0.0 0.1
C -0.021 -3.494 3.231 0.0 -0.1 0.0
C -1.534 -1.537 3.366 -0.1 0.0 0.1
O 2.084 -0.509 0.386 0.6 -0.1 0.0
C 3.431 -0.041 0.179 -0.3 -0.1 0.1
C 3.313 1.383 -0.342 0.1 0.2 0.0
C 4.151 -0.066 1.520 0.1 0.0 0.1
C 4.152 -0.903 -0.845 0.1 0.0 -0.1
H -0.474 -4.660 -3.043 0.0 0.0 0.0
H -0.543 -2.901 -3.181 0.0 0.0 0.0
H -1.405 -3.716 -1.867 0.0 0.0 0.0
H 0.948 -5.774 -1.448 0.0 0.0 0.0
H -0.035 -5.064 -0.159 0.0 0.0 0.0
H 1.732 -4.920 -0.126 0.0 0.0 0.0
H 2.051 -4.161 -3.212 0.0 0.0 0.0
H 2.880 -3.447 -1.824 0.0 0.0 0.0
H 1.926 -2.417 -2.907 0.0 0.0 0.0
H 1.917 -1.517 3.655 0.0 0.0 0.0
H 0.767 -1.599 4.994 0.0 0.0 0.0
H 0.775 -0.193 3.923 0.0 0.0 0.0
H 1.003 -3.858 3.138 0.0 0.0 0.0
H -0.640 -3.995 2.483 0.0 0.0 0.0
H -0.384 -3.781 4.220 0.0 0.0 0.0
H -1.693 -0.487 3.118 0.0 0.0 0.1
H -1.737 -1.678 4.430 0.0 0.0 0.0
H -2.256 -2.111 2.786 0.0 0.0 0.0
H 2.833 2.024 0.404 0.0 0.0 0.0
H 2.734 1.414 -1.268 0.0 -0.1 0.0
H 4.304 1.794 -0.546 0.0 0.0 0.0
H 3.606 0.534 2.253 0.0 0.0 0.0
H 5.165 0.332 1.430 0.0 0.0 0.0
H 4.222 -1.088 1.901 0.0 0.0 0.0
H 3.636 -0.866 -1.806 0.0 0.0 0.0
H 4.209 -1.942 -0.517 0.0 0.0 0.0
H 5.174 -0.542 -0.985 0.0 0.0 0.0
Cl -1.764 7.270 1.356 0.0 0.0 0.0
C -1.208 5.642 1.557 0.0 0.0 0.0
C 0.159 5.381 1.511 0.0 -0.1 0.0
C 0.598 4.083 1.655 0.0 0.1 0.0
C -0.313 3.023 1.853 0.0 -0.3 -0.1
C 0.127 1.690 1.928 0.0 0.2 0.6
C -1.692 3.329 1.914 -0.1 0.1 0.0
C -2.136 4.624 1.765 0.1 -0.1 0.0
H 0.856 6.194 1.360 0.0 0.0 0.0
H 1.659 3.866 1.613 0.0 0.0 0.0
H -0.559 0.913 2.253 0.0 0.0 -0.2
H 1.183 1.449 1.922 0.0 0.0 0.0
H -2.402 2.524 2.060 0.0 0.0 0.0
H -3.192 4.858 1.802 0.0 0.0 0.0
C -5.307 -1.263 0.357 0.0 0.0 0.0
C -4.952 0.080 0.343 0.1 -0.1 0.0
C -3.611 0.435 0.211 0.0 0.1 0.0
C -2.567 -0.497 0.097 -0.8 -0.1 0.2
C -2.982 -1.841 0.112 -0.1 0.0 0.1
C -4.314 -2.228 0.238 0.0 0.1 0.0
H -6.346 -1.554 0.459 0.0 0.0 0.0
H -5.719 0.842 0.437 0.0 0.0 0.0
H -3.379 1.502 0.201 0.0 0.0 0.0
H -2.233 -2.630 0.041 0.0 0.0 0.0
H -4.584 -3.279 0.246 0.0 0.0 0.0
C 1.128 4.089 -1.943 0.1 0.0 0.0
N -0.293 4.059 -2.261 0.0 0.0 -0.1
C -1.047 2.998 -1.925 0.1 -0.2 0.3
N -2.255 2.858 -2.506 -0.1 0.1 -0.1
O -0.676 2.165 -1.069 -0.1 0.5 -0.2
H 1.441 5.117 -1.768 0.0 0.0 0.0
H 1.710 3.643 -2.750 0.0 0.0 0.0
H 1.291 3.518 -1.035 0.0 0.0 0.0
H -0.558 4.525 -3.114 0.0 0.0 0.0
H -2.607 3.513 -3.179 0.0 0.0 0.0
H -2.839 2.099 -2.194 0.0 0.0 0.0
Cl -0.418 -1.130 -5.402 0.0 0.1 0.1
C -0.909 0.145 -4.267 -0.2 -0.2 -0.2
Cl -1.941 -0.515 -2.956 -0.1 0.1 -0.3
C 0.326 0.835 -3.664 0.3 -0.2 0.4
O 0.663 1.893 -4.170 0.0 0.0 -0.1
O 0.848 0.218 -2.674 0.0 0.2 -0.4
H -1.516 0.853 -4.816 0.0 0.0 0.0
```
Forces are in eV/Å.

Results of the Mulliken charge analysis, in e, for atoms 1 through 6: atom 1 (La): 0.955, atom 2 (C): -1.181, atom 3 (C): 1.207, atom 4 (C): -1.907, atom 5 (C): -1.437, atom 6 (O): 1.318

# 2
Here is C29H45O22Pb as an isolated structure in a non-equilibrium geometry from the Open Molecules 2025 dataset. Energies are from wB97M-V/def2-TZVPD.

Summary:
Frontier orbital gap, Eh: 0.223
E, eV: -81088.9733
Net charge: +1
Spin multiplicity: 1

Geometry as XYZ:
```
97
Properties=species:S:1:pos:R:3:forces:R:3
Pb -0.894 0.780 -0.651 -1.8 1.9 -0.7
C -3.711 3.418 -1.255 0.5 -0.2 0.2
O -2.625 2.596 -1.139 1.5 -1.9 0.4
H -3.763 4.100 -0.407 -0.2 0.5 0.3
H -3.651 4.008 -2.170 -0.1 0.4 -0.3
H -4.674 2.909 -1.281 -0.5 -0.4 -0.1
C -4.841 1.386 3.351 0.9 0.4 0.9
C -4.315 0.009 3.067 -0.8 -0.3 -0.4
C -5.370 -0.889 2.411 -0.2 -0.1 1.9
O -4.749 -1.497 1.319 1.9 0.7 -1.1
C -3.599 -0.781 1.064 0.9 0.4 -1.5
O -2.874 -0.918 0.084 -2.0 0.0 2.5
O -3.384 0.154 2.035 1.0 -0.9 -2.4
H -3.997 1.940 3.762 0.0 0.4 -0.1
H -5.626 1.455 4.105 -0.2 -0.3 -0.2
H -5.113 1.838 2.397 -0.2 0.0 0.2
H -3.746 -0.530 3.824 -0.5 0.3 0.7
H -6.218 -0.273 2.112 -0.2 -0.4 -0.1
H -5.570 -1.673 3.141 -0.9 0.0 -0.2
C 1.431 1.644 6.282 0.4 -0.4 -0.4
C 0.582 1.007 5.184 -0.9 0.9 1.6
C -0.934 1.418 5.230 1.4 -1.7 2.1
O -1.278 1.400 3.876 -2.1 0.2 0.5
C -0.227 1.526 3.140 2.4 0.6 -4.4
O -0.230 1.629 1.897 0.3 -0.3 4.4
O 0.917 1.526 3.941 -0.4 0.6 -2.7
H 1.203 1.257 7.275 -0.3 0.1 -0.1
H 1.384 2.733 6.261 -0.2 -0.1 0.0
H 2.472 1.371 6.110 0.1 0.0 -0.1
H 0.776 -0.064 5.129 -0.4 -0.3 0.3
H -1.062 2.349 5.784 -0.1 0.5 -0.8
H -1.501 0.678 5.795 -0.2 -0.1 -0.4
C -1.362 -5.262 -4.608 -0.7 -1.6 0.1
C -2.326 -4.353 -3.906 1.1 1.4 0.7
C -2.642 -4.531 -2.446 -1.5 -1.6 1.0
O -2.504 -3.265 -1.816 -2.4 -2.3 2.7
C -1.869 -2.490 -2.553 2.8 2.7 -2.3
O -1.480 -1.385 -2.245 -0.2 -1.0 -1.0
O -1.583 -3.148 -3.722 0.8 2.7 -1.1
H -1.219 -4.996 -5.655 0.3 0.4 0.3
H -1.781 -6.268 -4.650 -0.2 -0.2 -0.1
H -0.441 -5.404 -4.043 0.1 0.5 -0.2
H -3.235 -4.141 -4.469 0.0 -0.1 -0.2
H -1.974 -5.203 -1.906 -0.2 -0.3 -0.2
H -3.702 -4.753 -2.321 0.2 -0.7 0.3
C 4.269 5.500 -2.437 -0.7 -0.3 1.1
C 3.699 4.552 -1.342 0.5 0.9 1.3
C 3.162 5.093 0.010 0.1 1.3 -0.8
O 1.974 4.319 0.284 1.0 0.5 1.8
C 1.637 3.650 -0.779 -1.6 -1.3 -1.6
O 0.650 2.950 -0.924 2.0 1.3 0.4
O 2.528 3.902 -1.759 -0.2 -1.4 -1.9
H 3.709 6.435 -2.463 -0.2 -0.1 -0.4
H 4.251 4.952 -3.379 -0.2 0.2 0.0
H 5.306 5.771 -2.240 0.0 -0.2 0.2
H 4.531 3.907 -1.061 -0.3 -1.0 -0.4
H 2.821 6.116 -0.152 0.1 0.2 0.4
H 3.891 5.040 0.818 -0.4 -0.1 0.1
C 4.021 0.210 2.835 0.0 1.1 0.8
C 3.894 1.041 1.592 2.2 -0.4 0.7
C 4.856 0.557 0.498 0.7 0.4 0.2
O 3.988 0.291 -0.548 -1.2 -0.5 -1.8
C 2.717 0.409 -0.148 -3.2 -1.1 -2.8
O 1.719 0.155 -0.834 3.1 0.5 1.1
O 2.623 0.821 1.085 -0.8 0.5 0.2
H 3.333 0.651 3.555 -0.1 -0.3 0.2
H 5.027 0.316 3.240 0.0 -0.3 0.0
H 3.741 -0.823 2.627 0.2 0.0 0.0
H 4.104 2.106 1.679 -0.5 0.1 0.7
H 5.448 -0.338 0.687 -0.2 -0.1 0.4
H 5.546 1.341 0.183 0.0 0.0 0.0
C -0.536 -1.805 -6.697 -0.2 1.8 0.2
C 0.050 -0.432 -6.186 0.0 -0.7 -0.6
C -0.689 0.865 -6.566 -0.4 -1.0 -2.0
O -1.017 1.518 -5.405 1.0 -0.3 4.0
C -0.476 0.790 -4.323 -1.2 0.8 2.6
O -0.496 1.117 -3.112 0.2 -0.6 -5.2
O -0.025 -0.392 -4.763 0.2 0.5 0.7
H -1.606 -1.785 -6.492 0.0 -0.3 0.4
H -0.042 -2.651 -6.219 -0.1 0.2 0.0
H -0.508 -1.881 -7.784 0.5 0.1 0.0
H 1.098 -0.325 -6.468 0.1 -0.3 0.1
H -1.618 0.607 -7.074 -0.1 0.1 -0.3
H -0.104 1.552 -7.178 0.1 -0.3 -0.2
C 1.967 -3.725 3.655 1.0 -0.2 -0.3
C 1.630 -3.904 2.176 -1.3 -0.5 0.3
C 0.230 -4.429 1.854 -0.4 -1.6 2.3
O -0.457 -3.502 1.067 0.8 0.7 -0.6
C 0.304 -2.415 1.068 -0.3 4.2 -2.5
O -0.055 -1.314 0.596 1.5 -4.3 2.3
O 1.570 -2.646 1.549 -0.7 1.3 -0.8
H 1.714 -4.584 4.276 -0.1 -0.1 -0.2
H 1.595 -2.815 4.127 -0.5 0.0 -0.4
H 3.051 -3.615 3.676 0.1 -0.1 0.3
H 2.280 -4.613 1.663 0.8 0.6 0.1
H -0.347 -4.424 2.779 0.0 -0.8 0.1
H 0.346 -5.422 1.420 -0.7 0.2 -0.2
```
Forces are in eV/Å.

Results of the Mulliken charge analysis, in e, for atoms 1 through 6: atom 1 (Pb): 3.735, atom 2 (C): -1.155, atom 3 (O): -0.556, atom 4 (H): 0.254, atom 5 (H): 0.238, atom 6 (H): 0.260

# 3
Here is C29H46BeCl9F4N2O7S as an isolated structure in a non-equilibrium geometry from the Open Molecules 2025 dataset. Energies are from wB97M-V/def2-TZVPD.

Summary:
Frontier orbital gap, Eh: 0.042
E, eV: -182916.9232
Net charge: -1
Spin multiplicity: 1

Geometry as XYZ:
```
99
Properties=species:S:1:pos:R:3:forces:R:3
C 0.794 -4.156 -0.002 0.0 0.1 0.5
C -0.401 -3.234 -0.462 0.2 0.0 -0.7
C -0.082 -1.674 -0.316 0.0 -0.9 -0.8
F -1.083 -0.974 0.413 0.7 -0.6 -0.3
C 0.011 -1.058 -1.741 0.7 1.2 -2.4
C -1.193 -0.928 -2.615 0.6 -0.1 -0.7
C -2.617 -1.368 -2.106 1.5 1.7 0.1
C -3.277 -0.066 -1.463 -0.6 -0.1 0.2
C -4.040 -0.356 -0.130 -0.8 0.5 0.6
C -4.670 0.981 0.474 0.4 -0.7 -0.6
N -4.733 0.950 1.979 -0.6 1.2 -0.7
C -1.098 -0.352 -3.983 1.7 0.6 1.1
S -2.579 -0.173 -5.047 0.2 0.3 0.9
C 0.179 0.143 -4.568 0.4 -1.1 2.1
C 0.318 0.758 -5.996 -0.2 0.5 1.2
C 1.358 0.018 -3.680 -1.0 -0.4 0.6
C 1.277 -0.567 -2.312 -1.1 0.2 -0.5
C 2.600 -0.604 -1.474 -0.3 1.0 -1.3
O 2.921 -1.522 -0.749 -0.3 0.6 -0.1
C 3.520 0.652 -1.690 -0.3 0.0 -0.5
C 4.247 1.223 -0.438 -0.9 -1.3 0.5
C 5.651 0.583 -0.140 -0.2 1.7 0.4
F 5.641 -0.823 -0.159 0.2 1.3 -0.2
C 3.596 1.186 -2.941 0.1 0.0 0.4
C 4.441 2.459 -3.252 -1.5 0.0 -0.5
O 5.679 2.209 -3.936 -1.4 0.7 -0.3
O 6.360 1.281 -3.162 1.5 -1.2 0.8
C 2.772 0.534 -4.115 -0.7 -0.3 1.3
O 3.225 0.422 -5.225 0.0 0.2 0.5
H 0.608 -4.560 1.033 0.2 0.4 -0.9
H 1.753 -3.579 0.026 -0.8 -0.5 -0.1
H 0.963 -5.034 -0.681 -0.4 0.8 0.6
H -0.539 -3.417 -1.565 -0.1 0.1 1.1
H -1.364 -3.496 0.046 0.9 0.3 -0.3
H 0.863 -1.610 0.276 -0.8 0.4 -0.6
H -3.296 -1.736 -2.982 0.2 0.1 0.9
H -2.556 -2.196 -1.360 0.0 0.8 -0.6
H -2.510 0.742 -1.267 -0.6 -1.0 -0.1
H -4.017 0.398 -2.182 0.7 -0.6 0.6
H -3.412 -0.787 0.690 -0.2 0.4 -0.9
H -4.905 -1.067 -0.263 1.0 0.6 -0.2
H -5.687 1.168 0.045 0.8 -0.1 0.3
H -3.996 1.852 0.184 -0.5 -0.7 -0.2
H -4.040 1.641 2.313 0.2 -0.9 0.6
H -5.643 1.345 2.281 0.4 -0.6 0.1
H -3.222 0.900 -4.451 0.7 -0.8 -0.2
H 1.221 1.440 -6.024 -0.8 -0.9 -0.1
H 0.436 -0.002 -6.808 -0.2 0.6 0.9
H -0.555 1.436 -6.201 0.8 -1.0 0.1
H 3.591 0.966 0.449 0.6 0.2 -0.9
H 4.263 2.345 -0.473 0.4 -1.1 -0.1
H 6.391 1.042 -0.842 -0.5 -1.1 0.3
H 5.935 0.927 0.896 -0.3 -0.7 -1.1
H 3.810 3.093 -3.954 0.7 -0.5 0.7
H 4.566 3.086 -2.326 0.2 -0.7 -0.9
H 6.493 0.490 -3.723 -0.5 0.6 0.0
O 2.197 4.240 -3.438 -0.1 -0.3 0.2
H 2.702 5.020 -3.679 0.1 0.3 -0.2
Be -4.749 3.159 1.514 -0.1 0.6 -0.2
F 1.264 1.931 -7.824 0.3 0.4 -0.6
C 8.477 1.251 2.690 0.2 0.0 0.9
C 7.355 2.147 3.098 -1.2 -1.0 -1.9
O 6.252 2.146 2.653 0.2 0.0 0.5
N 7.584 3.226 4.076 0.5 0.5 0.6
C 7.338 2.775 5.482 0.1 0.0 0.4
H 8.074 0.284 2.393 -0.1 0.2 -0.2
H 9.015 1.703 1.854 0.0 0.0 0.0
H 9.165 1.099 3.525 0.1 0.0 -0.1
H 8.534 3.591 3.980 -0.1 0.3 0.1
H 6.874 3.924 3.832 0.3 0.2 0.0
H 7.559 3.613 6.141 0.0 -0.1 0.0
H 8.001 1.940 5.703 -0.1 0.0 0.0
H 6.294 2.484 5.576 0.1 0.0 -0.1
Cl -8.856 1.427 6.453 0.0 0.0 0.0
C -8.462 0.123 5.302 0.1 0.0 -0.2
C -7.414 0.545 4.299 0.1 -0.2 0.1
Cl -8.032 1.772 3.165 0.2 0.1 -0.1
H -9.385 -0.184 4.810 0.0 0.2 0.0
H -8.094 -0.714 5.889 0.1 0.2 0.0
H -7.107 -0.314 3.700 -0.1 0.0 0.0
H -6.528 0.950 4.789 -0.1 0.1 0.0
C -7.174 -3.668 -0.484 0.1 -0.2 0.0
Cl -5.446 -3.967 -0.682 -0.2 -0.2 0.2
Cl -7.533 -1.938 -0.406 -0.2 0.0 0.1
H -7.703 -4.098 -1.331 0.1 0.2 0.0
H -7.510 -4.136 0.438 0.0 0.2 0.0
F -4.636 -2.435 -3.019 -0.3 -0.1 -0.4
C 9.277 -0.964 -2.641 -0.2 -0.1 0.0
Cl 10.404 -2.116 -1.913 0.0 0.1 -0.1
Cl 7.691 -1.707 -2.871 0.2 0.1 0.0
Cl 9.145 0.491 -1.643 0.1 0.0 0.0
H 9.664 -0.676 -3.614 0.0 0.0 0.1
C -9.325 -3.663 6.391 -0.2 -0.1 0.1
Cl -10.349 -2.221 6.441 -0.1 -0.3 0.1
Cl -7.698 -3.295 5.803 0.1 -0.2 0.0
H -9.250 -4.075 7.393 0.1 0.1 -0.1
H -9.780 -4.393 5.725 0.1 0.2 0.0
O -11.260 1.585 3.005 -0.3 -0.4 0.0
H -10.546 2.209 3.125 0.2 0.3 0.1
```
Forces are in eV/Å.

Results of the Mulliken charge analysis, in e, for atoms 1 through 6: atom 1 (C): -1.023, atom 2 (C): -0.514, atom 3 (C): -0.109, atom 4 (F): -0.372, atom 5 (C): -0.009, atom 6 (C): 0.458